Record 1
Here is 2 unconnected molecules or ions with the total composition C2BrCl3N4 from OMol25. Energies are from ωB97M-V/def2-TZVPD.

Spin multiplicity: 1
Frontier orbital gap in eV: 10.901
E_LUMO in eV: 0.1
Energy above the lowest of the compared OMol25 structures with the same formula, charge and spin in kJ/mol: 0.0

Geometry as XYZ:
```
10
Properties=species:S:1:pos:R:3:nbo_charge:R:1
C 1.77 -1.72 -1.98 0.08
C 0.45 0.55 1.00 0.05
N 0.79 -1.70 -2.56 -0.31
N -0.70 1.26 0.77 -0.40
N -2.91 1.03 1.38 0.01
N -1.82 1.06 1.15 0.29
Cl 1.74 1.24 0.03 0.07
Cl 0.93 0.59 2.74 -0.01
Cl 0.24 -1.21 0.58 -0.01
Br 3.33 -1.72 -1.12 0.23
```



Record 2
Here is 2 unconnected molecules or ions with the total composition C2BrClNO4 from OMol25. Energies are from ωB97M-V/def2-TZVPD.

Charge: -1
Spin multiplicity: 1
Frontier orbital gap (alpha / beta) in eV: 8.281 / 5.247
E_LUMO (alpha / beta) in eV: 3.0 / 1.2
Energy above the lowest of the compared OMol25 structures with the same formula, charge and spin in kJ/mol: 172.9

Geometry as XYZ:
```
9
Properties=species:S:1:pos:R:3:nbo_charge:R:1
C -1.43 1.49 0.07 0.73
C -0.05 0.64 -0.12 -0.25
N 0.95 -2.09 0.35 0.49
O -1.09 2.66 0.15 -0.69
O -2.46 0.87 0.01 -0.69
O 2.06 -2.07 0.85 -0.34
O 0.39 -3.03 -0.17 -0.34
Cl 0.11 0.16 -1.75 0.01
Br 1.52 1.35 0.62 0.07
```



Record 3
Here is 2 unconnected molecules or ions with the total composition C2BrF3O from OMol25. Energies are from ωB97M-V/def2-TZVPD.

Spin multiplicity: 1
Frontier orbital gap in eV: 9.525
E_LUMO in eV: -0.7
Energy above the lowest of the compared OMol25 structures with the same formula, charge and spin in kJ/mol: 141.9

Geometry as XYZ:
```
7
Properties=species:S:1:pos:R:3:nbo_charge:R:1
C -1.67 0.04 0.08 1.14
C 1.58 -0.01 -0.01 0.26
O -1.57 1.10 -0.35 -0.52
F -1.49 -0.35 1.34 -0.31
F -1.84 -1.10 -0.57 -0.30
F 1.72 0.34 -1.23 -0.30
Br 3.27 -0.02 0.74 0.04
```



Record 4
Here is a gas-phase ion, C2BrO3 (charge -1) from OMol25. Energies are from ωB97M-V/def2-TZVPD.

Charge: -1
SMILES string: O=C([O-])C(=O)Br
Spin multiplicity: 1
Frontier orbital gap in eV: 8.317
E_LUMO in eV: 3.7
Energy above the lowest of the compared OMol25 structures with the same formula, charge and spin in kJ/mol: 78.3

Geometry as XYZ:
```
6
Properties=species:S:1:pos:R:3:nbo_charge:R:1
C 0.76 -0.37 0.31 0.70
C -0.36 0.48 -0.46 0.49
O 0.22 -1.37 0.68 -0.68
O 1.86 0.08 0.20 -0.69
O -0.53 0.87 -1.55 -0.53
Br -1.96 0.31 0.81 -0.29
```



Record 5
Here is 2 unconnected molecules or ions with the total composition C2Cl2F2I2 from OMol25. Energies are from ωB97M-V/def2-TZVPD.

Spin multiplicity: 1
Frontier orbital gap (alpha / beta) in eV: 8.034 / 7.276
E_LUMO (alpha / beta) in eV: -1.2 / -1.7
Energy above the lowest of the compared OMol25 structures with the same formula, charge and spin in kJ/mol: 186.9

Geometry as XYZ:
```
8
Properties=species:S:1:pos:R:3:nbo_charge:R:1
C 1.17 1.01 0.19 0.16
C -1.66 -1.19 0.68 0.10
F 1.76 2.21 0.46 -0.35
F -2.58 -2.21 1.06 -0.37
Cl 0.21 1.14 -1.20 0.06
Cl -0.35 -1.90 -0.21 0.05
I 2.75 -0.51 0.19 0.13
I -2.74 0.49 0.12 0.22
```



Record 6
Here is 2 unconnected molecules or ions with the total composition C2Cl2F3NO from OMol25. Energies are from ωB97M-V/def2-TZVPD.

⟨S²⟩: 2.019
Spin multiplicity: 3
Frontier orbital gap (alpha / beta) in eV: 8.352 / 7.602
E_LUMO (alpha / beta) in eV: -0.1 / -2.5

Geometry as XYZ:
```
9
Properties=species:S:1:pos:R:3:nbo_charge:R:1
C -1.03 -1.52 0.95 0.01
C 0.83 1.37 -0.95 0.99
N -1.15 -0.23 0.90 0.07
O -0.82 0.85 0.25 -0.26
F 0.65 2.51 -1.58 -0.32
F 1.11 0.39 -1.74 -0.33
F 1.93 1.32 -0.18 -0.35
Cl -1.92 -2.44 2.02 0.13
Cl 0.40 -2.24 0.33 0.07
```



- What is the spin multiplicity in the second record?
  1